Entry 1:
A cluster of 2 separate species, H8OSi3 in total. Source: the OMol25 dataset; level of theory: wB97M-V/def2-TZVPD.

```
12
Properties=species:S:1:pos:R:3:mulliken_charge:R:1
O -0.980 -0.583 -0.043 0.34
Si -2.063 0.542 -0.142 0.24
Si 1.762 0.752 -0.145 0.18
Si 0.426 -1.253 -0.346 -0.10
H -3.502 0.192 -0.189 -0.14
H -1.580 1.081 -1.320 -0.13
H -2.025 1.109 1.200 -0.11
H 1.181 1.811 0.727 -0.09
H 2.914 0.232 0.882 -0.07
H 1.906 1.432 -1.481 -0.06
H -0.054 -2.371 -1.102 -0.10
H 1.248 -2.109 1.837 0.01
```

Computed properties:
HOMO level (alpha / beta)	-0.2211 / -0.3643	Eh
total charge	0
spin multiplicity	3
LUMO energy (alpha / beta)	0.11 / -1.67	eV
<S²>	2.002
orbital gap (alpha / beta)	6.129 / 8.249	eV
E_tot	-25804.276	eV

***

Entry 2:
A cluster of 4 separate species, H9O4 in total. Source: the OMol25 dataset; level of theory: wB97M-V/def2-TZVPD.

```
13
Properties=species:S:1:pos:R:3:mulliken_charge:R:1
O -1.757 1.767 0.187 -0.60
H -2.298 2.230 -0.460 0.32
H -2.044 2.066 1.056 0.32
O 2.214 -0.190 -1.467 -0.68
H 3.057 0.264 -1.313 0.35
H 2.184 -0.115 -2.436 0.35
O -0.465 -1.762 1.569 -0.67
H 0.189 -2.446 1.390 0.34
H -0.840 -1.777 2.453 0.32
O -0.067 0.028 -0.334 -0.42
H 0.778 -0.055 -0.869 0.46
H -0.251 -0.783 0.249 0.45
H -0.703 0.773 -0.025 0.48
```

Computed properties:
HOMO level	-0.6034	Eh
total charge	+1
relative energy (zero: lowest compared OMol25 entry of this formula, charge and spin)	45.8	kJ/mol
LUMO energy	-3.10	eV
orbital gap	13.320	eV
E_tot	-8329.650	eV

***

Entry 3:
A cluster of 5 separate species, H9O4S in total. Source: the OMol25 dataset; level of theory: wB97M-V/def2-TZVPD.

```
14
Properties=species:S:1:pos:R:3:mulliken_charge:R:1
S -0.386 -0.506 0.661 -0.79
H -0.333 -0.504 -0.711 -0.09
H -1.342 3.084 -1.856 0.33
H -2.749 2.958 -1.910 0.34
O -2.105 3.622 -1.800 -0.66
H 2.827 -2.625 -0.300 0.35
H 3.558 -2.177 -1.609 0.31
O 3.581 -2.774 -0.843 -0.66
H 1.546 -1.887 3.247 0.30
H 0.795 -0.770 2.482 0.23
O 1.705 -0.945 2.963 -0.62
H -1.973 0.197 -1.317 0.24
H -2.144 1.413 -0.469 0.38
O -2.433 1.147 -1.336 -0.65
```

Computed properties:
HOMO level	-0.1406	Eh
total charge	-1
relative energy (zero: lowest compared OMol25 entry of this formula, charge and spin)	155.5	kJ/mol
LUMO energy	3.72	eV
orbital gap	7.542	eV
E_tot	-19172.498	eV

***

Entry 4:
A cluster of 5 separate species, H9O5 in total. Source: the OMol25 dataset; level of theory: wB97M-V/def2-TZVPD.

```
14
Properties=species:S:1:pos:R:3:mulliken_charge:R:1
O 0.935 0.405 -1.489 -1.04
H 1.692 0.204 -2.052 0.20
O 1.957 1.744 0.403 -0.75
H 1.186 2.250 0.666 0.26
H 1.597 1.188 -0.409 0.44
O -0.090 -1.179 0.087 -0.77
H 0.509 -1.926 0.178 0.19
H 0.331 -0.495 -0.633 0.52
O -1.760 -0.655 -1.993 -0.75
H -0.967 -0.110 -2.159 0.36
H -1.615 -0.953 -1.066 0.36
O -1.192 -0.223 3.015 -0.66
H -0.287 -0.502 2.866 0.33
H -1.643 -0.579 2.241 0.32
```

Computed properties:
HOMO level	-0.1956	Eh
total charge	-1
relative energy (zero: lowest compared OMol25 entry of this formula, charge and spin)	35.3	kJ/mol
LUMO energy	4.17	eV
orbital gap	9.494	eV
E_tot	-10385.209	eV